Record 1
DFT (ωB97M-V/def2-TZVPD) results for a structure of composition C18H28BrI2N2O3 at a distorted geometry.

gap between HOMO and LUMO = 4.6 eV
energy relative to the best compared isomer or geometry (same formula, charge and spin) = 0.00 kcal/mol
HOMO energy = -9.78 eV
energy = -114477.419 eV
molar mass = 654.15 g mol⁻¹

Geometry as ORCA input:
```
! RIJCOSX wB97M-V def2-TZVPD def2/J DEFGRID3
* xyz 1 1
C -5.961 -0.592 2.916
C -5.463 -2.068 2.985
I -6.758 -3.561 3.877
C -4.242 -2.440 2.482
I -3.638 -4.528 2.649
N -3.303 -1.514 1.852
C -3.533 -0.864 0.662
C -2.548 0.027 0.039
C -2.904 0.704 -1.319
C -4.060 1.782 -1.140
C -3.998 2.472 0.290
Br -5.831 0.980 -1.518
C -1.261 0.266 0.714
C -0.125 1.206 0.228
O 0.539 1.721 1.087
O 0.203 1.474 -1.080
C -1.041 -0.432 2.008
C -2.096 -1.295 2.526
O -1.831 -1.937 3.725
H -6.975 -0.560 2.419
H -5.259 0.084 2.367
H -6.152 -0.257 3.977
H -4.496 -1.005 0.108
H -3.310 -0.118 -1.981
H -2.036 1.139 -1.869
H -3.890 2.590 -1.900
H -2.932 2.758 0.524
H -4.445 1.813 1.085
H -4.620 3.404 0.252
H 0.059 0.703 -1.662
H -0.092 -0.285 2.565
H -2.243 -1.387 4.425
C 6.084 -1.120 -3.302
C 5.063 -1.171 -2.173
N 5.363 -0.256 -1.081
C 4.588 -0.518 0.122
C 3.071 -0.339 0.041
C 5.509 1.148 -1.441
C 4.337 1.829 -2.151
H 7.097 -1.267 -2.924
H 5.877 -1.913 -4.024
H 6.048 -0.171 -3.842
H 5.065 -2.194 -1.784
H 4.061 -0.996 -2.590
H 4.972 0.099 0.940
H 4.789 -1.550 0.434
H 2.789 0.713 0.007
H 2.604 -0.763 0.937
H 2.637 -0.849 -0.823
H 6.391 1.245 -2.080
H 5.762 1.724 -0.546
H 3.943 1.231 -2.975
H 4.669 2.781 -2.573
H 3.520 2.055 -1.464
*
```

Mulliken population analysis, charges in e, atoms 1 to 6: -0.532 -0.055 0.161 -0.627 0.209 0.546

Record 2
DFT (ωB97M-V/def2-TZVPD) results for a cluster of 9 separate species, C18H28Cl2F4N4O20 in total at a distorted geometry.

gap between HOMO and LUMO = 10.1 eV
SMILES = O=C1OC[C@@H](F)O1.O=C1OC[C@@H](F)O1.O=C1OC[C@@H](F)O1.O=C1OC[C@@H](F)O1.C[N+](=O)[O-].C[N+](=O)[O-].C[N+](=O)[O-].C[N+](=O)[O-].ClCCCl
HOMO energy = -10.23 eV
energy = -101933.792 eV
molar mass = 767.33 g mol⁻¹

Geometry as ORCA input:
```
! RIJCOSX wB97M-V def2-TZVPD def2/J DEFGRID3
* xyz 0 1
O -3.226 2.932 -1.866
C -4.257 2.677 -2.277
O -4.865 1.432 -2.231
C -6.322 1.598 -2.443
C -6.302 2.883 -3.248
F -7.380 3.675 -3.069
O -5.147 3.579 -2.709
H -6.681 0.739 -3.021
H -6.891 1.642 -1.511
H -6.146 2.695 -4.314
O 6.616 -4.119 1.874
C 6.089 -3.130 1.993
O 6.663 -1.951 2.175
C 5.652 -0.956 2.396
C 4.453 -1.619 1.816
F 4.285 -1.394 0.473
O 4.736 -2.989 2.046
H 5.533 -0.766 3.456
H 5.968 -0.063 1.870
H 3.538 -1.348 2.342
O -1.168 4.768 0.277
C -1.555 3.977 1.021
O -2.742 3.340 0.909
C -2.898 2.492 2.019
C -1.773 2.948 3.002
F -1.177 1.905 3.678
O -0.864 3.568 2.156
H -3.865 2.583 2.525
H -2.806 1.429 1.769
H -2.181 3.670 3.715
O -2.660 -1.806 1.573
C -2.226 -1.823 2.626
O -1.503 -0.833 3.160
C -1.253 -1.146 4.542
C -2.416 -2.049 4.859
F -3.560 -1.298 5.009
O -2.558 -2.741 3.639
H -0.297 -1.684 4.651
H -1.108 -0.259 5.150
H -2.333 -2.682 5.728
C 2.904 2.673 1.634
N 2.529 1.934 2.887
O 1.521 2.300 3.464
O 3.217 0.989 3.304
H 2.008 3.200 1.334
H 3.313 1.981 0.924
H 3.633 3.422 1.943
C 0.510 -3.409 -6.163
N 0.926 -2.406 -5.151
O 0.270 -1.422 -5.095
O 1.880 -2.627 -4.467
H 1.149 -4.278 -6.081
H 0.741 -2.956 -7.125
H -0.549 -3.534 -6.028
C 0.612 3.124 -2.811
N 0.490 3.486 -4.258
O -0.261 2.842 -4.925
O 1.187 4.401 -4.699
H -0.311 2.613 -2.549
H 0.717 4.012 -2.203
H 1.435 2.440 -2.641
C -0.784 0.218 -0.578
N 0.554 0.152 0.018
O 1.431 0.835 -0.497
O 0.705 -0.585 0.990
H -0.700 0.495 -1.618
H -1.311 1.038 -0.089
H -1.286 -0.717 -0.382
Cl 2.849 -6.917 -1.187
C 1.775 -5.585 -0.713
C 2.531 -4.352 -0.303
Cl 3.596 -3.776 -1.622
H 1.118 -5.878 0.102
H 1.157 -5.379 -1.589
H 3.213 -4.669 0.484
H 1.856 -3.545 -0.069
*
```

Mulliken population analysis, charges in e, atoms 1 to 6: -0.367 0.548 -0.317 -0.358 0.293 -0.283

Record 3
DFT (ωB97M-V/def2-TZVPD) results for a cluster of 2 separate species, C18H28FN2 in total at a distorted geometry.

gap between HOMO and LUMO = 6.4 eV
HOMO energy = -10.85 eV
energy = -24811.607 eV
molar mass = 291.43 g mol⁻¹

Geometry as ORCA input:
```
! RIJCOSX wB97M-V def2-TZVPD def2/J DEFGRID3
* xyz 1 1
C 0.305 -0.071 -2.748
C 1.201 1.137 -2.878
N 1.603 1.628 -1.705
F -0.485 0.424 1.735
C 2.192 2.812 -1.649
C 2.334 3.355 -0.248
C 2.619 3.479 -2.821
C 2.335 2.912 -4.068
C 2.843 3.531 -5.322
C 1.582 1.727 -4.096
H -0.023 -0.458 -3.720
H 0.831 -0.867 -2.191
H -0.578 0.215 -2.142
H 2.867 4.308 -0.218
H 1.327 3.486 0.190
H 2.862 2.621 0.385
H 3.165 4.404 -2.742
H 2.540 2.936 -6.175
H 2.475 4.541 -5.464
H 3.926 3.584 -5.307
H 1.307 1.272 -5.035
C 1.909 -1.769 1.879
C 1.180 -3.123 1.912
C -0.340 -3.003 1.701
C -1.042 -1.800 2.224
N -2.360 -1.650 2.227
C -3.237 -2.616 1.590
C -4.624 -1.953 1.550
C -4.418 -0.474 1.889
C -2.947 -0.303 2.196
C -0.268 -0.599 2.678
C 1.279 -0.695 2.775
H 2.936 -1.911 2.243
H 1.963 -1.454 0.827
H 1.574 -3.799 1.140
H 1.406 -3.584 2.877
H -0.473 -3.070 0.601
H -0.828 -3.898 2.133
H -2.878 -2.794 0.558
H -3.265 -3.599 2.094
H -5.046 -2.079 0.552
H -5.306 -2.405 2.276
H -4.674 0.168 1.049
H -5.023 -0.169 2.738
H -2.782 0.276 3.109
H -2.501 0.269 1.371
H -0.725 -0.265 3.661
H 1.505 -0.950 3.825
H 1.757 0.270 2.546
*
```

Mulliken population analysis, charges in e, atoms 1 to 6: -1.090 0.391 -0.325 -0.287 0.427 -1.139

Record 4
DFT (ωB97M-V/def2-TZVPD) results for the molecule C18H28N2O3 at a distorted geometry.

gap between HOMO and LUMO = 9.2 eV
SMILES = COc1cc(CNC2CCCCCCC2)ccc1OCC(N)=O
energy relative to the best compared isomer or geometry (same formula, charge and spin) = 493.69 kcal/mol
HOMO energy = -8.80 eV
energy = -28223.207 eV
molar mass = 320.43 g mol⁻¹

Geometry as ORCA input:
```
! RIJCOSX wB97M-V def2-TZVPD def2/J DEFGRID3
* xyz 0 1
C 2.049 2.965 0.518
O 2.973 1.919 0.556
C 2.285 0.562 0.445
C 0.930 0.199 -0.011
C 0.347 -1.003 0.076
C -1.089 -1.116 -0.442
N -1.991 0.000 0.422
C -3.350 -0.076 0.080
C -4.042 -1.111 0.351
C -5.131 -2.127 -0.242
C -6.244 -1.028 -0.756
C -6.743 0.031 -0.017
C -6.410 1.373 -0.305
C -4.976 1.719 -0.702
C -3.854 1.289 0.503
C 1.153 -2.120 0.411
C 2.550 -1.767 0.458
C 3.025 -0.481 0.604
O 4.406 -0.283 1.097
C 5.358 -0.663 0.420
C 5.694 -0.031 -0.995
N 5.312 1.199 -0.946
O 6.534 -0.821 -1.840
H 2.804 3.811 0.602
H 1.446 3.092 -0.526
H 1.214 3.023 1.119
H 0.254 1.286 -0.141
H -1.064 -1.104 -1.395
H -1.209 -2.292 -0.066
H -1.779 -0.024 1.333
H -3.159 -0.336 -1.192
H -3.235 -2.043 0.831
H -4.550 -0.865 1.471
H -5.629 -2.488 0.377
H -4.727 -2.661 -1.016
H -6.948 -1.638 -1.189
H -5.700 -0.381 -1.773
H -7.767 0.009 0.199
H -6.421 -0.181 1.138
H -6.558 2.066 0.725
H -7.175 1.868 -0.874
H -4.719 1.594 -1.670
H -4.822 2.878 -0.953
H -4.229 1.338 1.283
H -3.119 2.081 0.270
H 0.836 -2.954 0.278
H 3.316 -2.528 0.704
H 6.322 -1.004 1.119
H 5.164 -1.959 0.233
H 5.477 1.651 -1.926
H 4.606 1.434 -0.138
*
```

Mulliken population analysis, charges in e, atoms 1 to 6: -0.979 -0.404 0.345 -0.134 0.728 -0.747

Question: energy of number 1 (C18H28BrI2N2O3)?
Answer: -114477.419 eV

Repeat the first record exactly.
DFT (ωB97M-V/def2-TZVPD) results for a structure of composition C18H28BrI2N2O3 at a distorted geometry.

gap between HOMO and LUMO = 4.6 eV
energy relative to the best compared isomer or geometry (same formula, charge and spin) = 0.00 kcal/mol
HOMO energy = -9.78 eV
energy = -114477.419 eV
molar mass = 654.15 g mol⁻¹

Geometry as ORCA input:
```
! RIJCOSX wB97M-V def2-TZVPD def2/J DEFGRID3
* xyz 1 1
C -5.961 -0.592 2.916
C -5.463 -2.068 2.985
I -6.758 -3.561 3.877
C -4.242 -2.440 2.482
I -3.638 -4.528 2.649
N -3.303 -1.514 1.852
C -3.533 -0.864 0.662
C -2.548 0.027 0.039
C -2.904 0.704 -1.319
C -4.060 1.782 -1.140
C -3.998 2.472 0.290
Br -5.831 0.980 -1.518
C -1.261 0.266 0.714
C -0.125 1.206 0.228
O 0.539 1.721 1.087
O 0.203 1.474 -1.080
C -1.041 -0.432 2.008
C -2.096 -1.295 2.526
O -1.831 -1.937 3.725
H -6.975 -0.560 2.419
H -5.259 0.084 2.367
H -6.152 -0.257 3.977
H -4.496 -1.005 0.108
H -3.310 -0.118 -1.981
H -2.036 1.139 -1.869
H -3.890 2.590 -1.900
H -2.932 2.758 0.524
H -4.445 1.813 1.085
H -4.620 3.404 0.252
H 0.059 0.703 -1.662
H -0.092 -0.285 2.565
H -2.243 -1.387 4.425
C 6.084 -1.120 -3.302
C 5.063 -1.171 -2.173
N 5.363 -0.256 -1.081
C 4.588 -0.518 0.122
C 3.071 -0.339 0.041
C 5.509 1.148 -1.441
C 4.337 1.829 -2.151
H 7.097 -1.267 -2.924
H 5.877 -1.913 -4.024
H 6.048 -0.171 -3.842
H 5.065 -2.194 -1.784
H 4.061 -0.996 -2.590
H 4.972 0.099 0.940
H 4.789 -1.550 0.434
H 2.789 0.713 0.007
H 2.604 -0.763 0.937
H 2.637 -0.849 -0.823
H 6.391 1.245 -2.080
H 5.762 1.724 -0.546
H 3.943 1.231 -2.975
H 4.669 2.781 -2.573
H 3.520 2.055 -1.464
*
```

Mulliken population analysis, charges in e, atoms 1 to 6: -0.532 -0.055 0.161 -0.627 0.209 0.546

Copy entry 3 word for word.
DFT (ωB97M-V/def2-TZVPD) results for a cluster of 2 separate species, C18H28FN2 in total at a distorted geometry.

gap between HOMO and LUMO = 6.4 eV
HOMO energy = -10.85 eV
energy = -24811.607 eV
molar mass = 291.43 g mol⁻¹

Geometry as ORCA input:
```
! RIJCOSX wB97M-V def2-TZVPD def2/J DEFGRID3
* xyz 1 1
C 0.305 -0.071 -2.748
C 1.201 1.137 -2.878
N 1.603 1.628 -1.705
F -0.485 0.424 1.735
C 2.192 2.812 -1.649
C 2.334 3.355 -0.248
C 2.619 3.479 -2.821
C 2.335 2.912 -4.068
C 2.843 3.531 -5.322
C 1.582 1.727 -4.096
H -0.023 -0.458 -3.720
H 0.831 -0.867 -2.191
H -0.578 0.215 -2.142
H 2.867 4.308 -0.218
H 1.327 3.486 0.190
H 2.862 2.621 0.385
H 3.165 4.404 -2.742
H 2.540 2.936 -6.175
H 2.475 4.541 -5.464
H 3.926 3.584 -5.307
H 1.307 1.272 -5.035
C 1.909 -1.769 1.879
C 1.180 -3.123 1.912
C -0.340 -3.003 1.701
C -1.042 -1.800 2.224
N -2.360 -1.650 2.227
C -3.237 -2.616 1.590
C -4.624 -1.953 1.550
C -4.418 -0.474 1.889
C -2.947 -0.303 2.196
C -0.268 -0.599 2.678
C 1.279 -0.695 2.775
H 2.936 -1.911 2.243
H 1.963 -1.454 0.827
H 1.574 -3.799 1.140
H 1.406 -3.584 2.877
H -0.473 -3.070 0.601
H -0.828 -3.898 2.133
H -2.878 -2.794 0.558
H -3.265 -3.599 2.094
H -5.046 -2.079 0.552
H -5.306 -2.405 2.276
H -4.674 0.168 1.049
H -5.023 -0.169 2.738
H -2.782 0.276 3.109
H -2.501 0.269 1.371
H -0.725 -0.265 3.661
H 1.505 -0.950 3.825
H 1.757 0.270 2.546
*
```

Mulliken population analysis, charges in e, atoms 1 to 6: -1.090 0.391 -0.325 -0.287 0.427 -1.139